Molecular formula: H14O7
Method: DFT, wB97M-V/def2-TZVPD

Last column: Mulliken charge in e.
Geometry (Å):
1 H -0.2632 -1.5962 0.7701  0.378
2 H 0.0721 -1.5732 2.4558  0.342
3 H -2.5197 1.3965 -0.0507  0.363
4 H -2.6862 0.5393 1.6611  0.376
5 H -3.4332 -0.9169 2.4332  0.414
6 H -2.0750 -0.9256 2.4727  0.389
7 H -0.8898 0.3708 -0.1205  0.349
8 H 0.7787 0.0569 -0.1080  0.530
9 H 4.1907 1.5071 -2.5683  0.357
10 H 2.7500 0.2436 -2.8733  0.391
11 H 0.2050 -0.0606 -2.1391  0.461
12 H 0.7714 -1.6442 -2.5650  0.286
13 H 2.6029 0.8989 -0.2657  0.447
14 H 0.2575 1.9975 0.0317  0.318
15 O -0.7418 -1.6831 1.8006  -0.762
16 O -2.0238 1.0119 0.9456  -0.791
17 O -2.7552 -0.3106 2.9182  -0.719
18 O -0.1461 -0.3158 -0.4447  -0.929
19 O 3.3421 0.5899 -2.0230  -0.754
20 O 0.7096 -0.7154 -2.9029  -0.680
21 O 1.8540 1.1293 0.5723  -0.763

Summary:
LUMO   -2.456 eV
E_tot   -534.702082 Ha
Relative energy (zero: lowest compared OMol25 entry of this formula, charge and spin)   264.7 kcal/mol
Charge   0
HOMO   -0.392 hartree

Molecular formula: C6H9N6O
Method: DFT, wB97M-V/def2-TZVPD

Last column: Mulliken charge in e.
Geometry (Å):
1 C 3.0564 -0.8349 0.0522  -0.252
2 C 1.2473 -0.0046 -0.7973  0.714
3 C 1.0206 -0.2245 0.5507  0.266
4 C 0.4587 0.3604 -1.8719  -0.013
5 C -2.0006 0.3954 -1.4452  0.414
6 C -1.2814 -0.1824 3.1909  -0.475
7 N 2.5338 -0.3890 -1.0703  -0.668
8 N -0.8381 0.6902 -1.5317  -0.153
9 N 2.2371 -0.7985 1.0648  -0.016
10 N -0.0739 -0.0495 1.2058  -0.152
11 N 0.7797 0.5995 -3.1772  -0.443
12 N -3.2457 0.5748 -1.1984  -0.388
13 O 0.0415 -0.2904 2.5638  -0.266
14 H 4.0427 -1.2748 0.0888  0.417
15 H -1.4090 0.7367 3.7974  0.255
16 H -1.4410 -1.1265 3.7234  0.253
17 H -2.0251 -0.2210 2.3597  0.220
18 H 2.5030 -1.0368 2.0211  0.236
19 H 1.6697 0.3737 -3.4613  0.246
20 H 0.2925 1.4259 -3.6507  0.251
21 H -3.7981 -0.2369 -1.2772  0.261
22 H -3.7702 1.5131 -1.1375  0.292

Summary:
LUMO (spin up / spin down)   -4.901 / -4.597 eV
E_tot   -637.437760 Ha
Relative energy (zero: lowest compared OMol25 entry of this formula, charge and spin)   73.6 kcal/mol
Charge   +1
SMILES   CO/N=C1\NC=N\C1=C(/N)[N+]#CN
HOMO (spin up / spin down)   -0.409 / -0.410 hartree